This record from the Open Molecules 2025 dataset describes a 2-piece molecular cluster, C7H7F2NO3S overall. The level of theory is the ωB97M-V functional and the def2-TZVPD basis.

Last column: Löwdin charge in e.
Cartesian coordinates (Å):
S: 0.35562 0.98569 -1.69774  0.973
F: 2.31909 -0.60245 0.94717  0.097
F: 4.19601 0.48106 0.79212  0.150
O: 0.93267 1.94594 1.18268  -0.011
O: -0.09240 0.82468 -3.02343  -0.447
O: -0.77776 2.09058 -1.00239  -0.305
N: -0.47540 -0.24155 0.54382  0.030
C: -1.82843 -2.10310 0.63418  -0.042
C: 2.93219 0.58456 1.03842  -0.394
C: -0.55710 -0.33640 -0.76071  -0.374
C: -1.36222 -1.20027 -1.48011  -0.041
C: -1.09345 -1.12722 1.27017  -0.094
C: 2.22994 1.70048 1.07426  -0.167
C: -1.98760 -2.15250 -0.73519  -0.059
H: 0.47891 1.10027 1.07356  0.018
H: -0.40691 2.89607 -0.56894  0.071
H: -2.38702 -2.89232 1.10167  0.104
H: -1.40212 -1.08193 -2.58868  0.130
H: -0.98203 -0.79162 2.27511  0.123
H: 2.66417 2.65569 1.14270  0.121
H: -2.75615 -2.73564 -1.21867  0.118

Results
relative energy (zero: lowest compared OMol25 entry of this formula, charge and spin): 0.000 eV
LUMO: 0.19 eV
2S+1: 1